1.
The following is a DFT calculation (wB97M-V/def2-TZVPD) of a cluster of 2 separate species, C12H22N2O13P in total.

Properties
* largest force on an atom: 0.0703 Eh/bohr
* gap between HOMO and LUMO: 8.5 eV
* charge: -1

Last column: Löwdin charge in e.
Positions of all 50 atoms, in Å:
O 0.21773 -5.96855 -0.67519  0.016
O -0.05438 -0.06635 5.17264  0.097
O 0.55257 -1.49068 -0.03016  -0.028
O 2.20842 -2.67679 -3.93485  0.019
O 0.61913 4.91998 -1.60956  -0.260
O -0.97176 0.01928 -0.44669  -0.035
O 0.35064 2.14647 4.96205  0.112
O -2.44000 -0.09084 3.90784  -0.019
O -2.33704 3.74239 2.59227  -0.032
O -0.30858 0.71809 1.94416  -0.040
O -0.40125 6.97196 -0.45471  -0.062
O -1.67830 5.02431 -1.55913  -0.098
O -0.40439 4.74745 0.76102  -0.157
C 0.28467 -5.21342 -1.63354  -0.556
C -0.37239 1.02567 4.72128  -0.426
C -0.30477 -0.98658 -0.78232  -0.645
C 1.75463 -2.54775 -2.80122  -0.472
N 2.53925 -2.22720 -1.76799  0.032
N 0.13222 -3.89979 -1.48744  0.119
C 0.52978 -5.78709 -3.01493  0.002
C 3.97464 -1.97620 -1.84475  -0.060
C -0.74888 3.35204 0.78967  -0.150
C -1.68143 1.13807 3.89991  -0.211
C -1.15057 3.00429 2.23162  -0.284
C -1.41312 1.49476 2.42023  -0.280
C -0.56121 -1.61435 -2.16428  -0.038
C 0.26997 -2.86938 -2.52781  -0.206
P -0.43282 5.41111 -0.71011  0.296
H 1.12830 1.82400 5.44048  0.126
H -1.83914 -0.81171 3.62724  0.112
H -3.07859 3.49517 2.01294  0.103
H -0.47522 0.37482 1.01249  0.031
H -1.12852 7.07348 0.16591  0.080
H -1.16130 4.58120 -2.25428  0.092
H 2.06595 -2.08864 -0.87423  0.099
H 0.05683 -3.55882 -0.53567  0.137
H -0.32245 -5.56336 -3.65178  0.078
H 1.43374 -5.34783 -3.43332  0.077
H 0.65380 -6.86492 -2.93319  0.078
H 4.45195 -2.75375 -2.44311  0.078
H 4.40144 -1.97585 -0.84137  0.081
H 4.14923 -1.00766 -2.31417  0.081
H -1.57457 3.10246 0.11410  0.130
H 0.11969 2.75695 0.48427  0.141
H -2.28825 1.92157 4.36002  0.155
H -0.32156 3.30472 2.87892  0.149
H -2.30060 1.22731 1.83467  0.159
H -0.38747 -0.85469 -2.92841  0.124
H -1.61655 -1.88731 -2.21628  0.118
H -0.13945 -3.24802 -3.46323  0.134

Force components x, y, z for each atom (eV/Å):
-0.02 -0.22 0.42
0.04 1.75 -0.46
0.34 -0.76 -0.05
-0.15 0.07 -0.43
1.44 0.35 0.34
-0.66 0.29 -0.75
-0.62 -0.40 -0.41
1.04 0.64 0.42
0.25 0.07 0.13
-0.50 0.63 1.03
-0.62 -0.64 0.47
-2.47 0.04 0.33
-1.09 1.27 -1.46
0.10 -1.31 -0.08
-0.36 -2.39 0.36
0.30 0.13 0.51
0.59 -0.42 -0.51
-0.02 0.01 1.09
-0.33 1.44 -0.39
0.08 0.30 0.17
-0.66 -0.13 -0.44
0.16 -1.28 0.78
-0.06 -0.39 -0.72
-0.44 -0.09 -0.71
1.36 -0.10 -0.77
0.16 -0.28 0.04
0.08 0.28 0.89
3.33 -1.41 -0.12
0.07 0.05 0.04
-0.20 0.61 0.19
0.56 -0.11 0.17
-0.26 0.16 0.15
-0.25 0.98 0.52
-0.49 -0.21 -0.41
-0.11 0.13 -0.12
0.10 0.04 -0.04
0.03 0.04 -0.26
-0.04 0.08 -0.27
-0.07 0.11 0.11
0.03 0.09 -0.01
-0.17 -0.01 -0.07
0.22 0.01 -0.04
0.04 0.26 -0.01
-0.17 0.16 0.09
-0.15 -0.17 -0.07
-0.37 0.24 0.14
-0.19 0.05 0.22
-0.04 0.05 0.02
-0.06 0.08 0.02
0.25 -0.07 -0.03

=====

2.
The following is a DFT calculation (wB97M-V/def2-TZVPD) of an isolated molecule of C12H22N2O5.

Properties
* structure (SMILES): CCOC(=O)CCCCC(=O)N[C@@H](CO)C(=O)NC
* largest force on an atom: 0.0154 Eh/bohr
* gap between HOMO and LUMO: 10.2 eV

Last column: Löwdin charge in e.
Positions of all 41 atoms, in Å:
C 4.73870 6.02621 -1.00281  -0.063
C 4.09266 5.65743 0.32469  -0.218
H 3.20612 6.27582 0.49909  0.121
H 4.79651 5.77166 1.15149  0.122
O 3.70737 4.28089 0.35349  -0.010
C 2.53007 3.96381 -0.19666  -0.501
O 1.77246 4.76261 -0.67861  0.117
C 2.29548 2.47105 -0.11977  -0.095
C 0.86388 2.10474 -0.49720  -0.204
C 0.64517 0.59481 -0.47862  -0.200
H 0.86588 0.20693 0.51888  0.115
H 1.33047 0.11645 -1.18150  0.126
C -0.79320 0.23410 -0.86416  -0.107
C -0.97871 -1.26768 -0.84636  -0.486
O -0.99842 -1.95639 -1.85410  0.044
N -1.08607 -1.79998 0.38423  0.121
H -1.15930 -1.21959 1.20791  0.148
C -1.16998 -3.22583 0.63308  -0.192
C -0.75063 -3.48563 2.08738  -0.215
O -1.54253 -2.74946 2.97664  -0.060
H -2.45202 -3.07338 2.85563  0.080
H 0.28199 -3.16028 2.24104  0.127
H -0.81771 -4.56248 2.28959  0.129
H -0.50253 -3.74292 -0.06572  0.160
C -2.61764 -3.70881 0.39804  -0.441
O -3.36559 -3.98985 1.31988  0.052
N -2.94215 -3.76874 -0.89615  0.033
H -2.27902 -3.39925 -1.57346  0.109
C -4.26339 -4.12452 -1.35327  -0.053
H -4.20239 -4.94030 -2.07437  0.084
H -4.75282 -3.26962 -1.82347  0.087
H -4.84476 -4.44393 -0.48972  0.082
H -1.00202 0.59302 -1.87227  0.126
H -1.49260 0.70332 -0.16999  0.124
H 0.64851 2.49974 -1.49101  0.123
H 0.17613 2.58659 0.20020  0.125
H 2.53901 2.13657 0.89009  0.130
H 3.00343 1.99285 -0.80137  0.134
H 5.07524 7.05833 -0.96969  0.077
H 4.01759 5.91685 -1.80910  0.075
H 5.59093 5.38002 -1.19922  0.077

Force components x, y, z for each atom (eV/Å):
-0.21 -0.25 0.27
0.00 0.50 -0.15
0.17 -0.09 0.06
-0.12 -0.02 -0.07
0.23 -0.20 0.10
-0.03 -0.31 0.07
-0.06 0.13 -0.07
-0.34 0.20 -0.12
0.27 -0.18 0.04
-0.16 0.31 -0.02
0.06 -0.06 0.00
0.05 -0.07 0.02
0.23 -0.15 -0.12
-0.13 0.47 0.21
0.15 -0.15 -0.45
0.02 -0.13 0.42
-0.02 0.06 -0.12
-0.04 -0.13 0.29
0.08 -0.34 -0.46
-0.31 0.31 0.31
0.12 -0.01 -0.03
-0.06 -0.08 -0.10
0.06 0.11 -0.05
-0.06 0.06 0.11
0.73 0.13 -0.27
-0.32 -0.14 0.42
-0.08 -0.05 -0.44
0.02 -0.03 0.26
-0.18 -0.06 0.06
-0.07 0.01 0.02
-0.04 -0.04 0.01
-0.02 0.01 -0.11
-0.07 -0.05 0.05
-0.04 0.04 0.01
-0.07 0.04 0.02
-0.06 0.05 -0.04
0.07 -0.02 -0.02
0.07 -0.02 0.05
0.06 0.12 -0.03
-0.02 0.03 -0.07
0.10 -0.01 -0.03

=====

3.
The following is a DFT calculation (wB97M-V/def2-TZVPD) of a structure of composition C12H22N2O6STi.

Properties
* largest force on an atom: 0.0135 Eh/bohr
* multiplicity: 3
* gap between HOMO and LUMO (spin up / spin down): 6.0 / 9.3 eV

Last column: Löwdin charge in e.
Positions of all 44 atoms, in Å:
Ti -0.07493 0.14877 0.14787  0.976
O 0.86418 -2.92955 -2.20072  0.047
C 0.39374 -2.06008 -1.24241  -0.511
O 1.20888 -1.16319 -0.74583  -0.197
C -0.85474 -2.52336 -0.57298  -0.104
O -1.49479 -1.44453 0.16324  -0.232
C -2.60667 -0.82239 -0.52742  -0.071
C -2.15400 -0.00758 -1.75296  -0.615
O -2.93812 0.17008 -2.65835  0.081
O -0.94912 0.45736 -1.65591  -0.114
H 1.50103 -2.44130 -2.73570  0.110
H -0.71132 -3.31900 0.17958  0.130
H -1.54286 -2.89942 -1.33290  0.142
H -3.04253 -0.13502 0.19906  0.139
H -3.33454 -1.58430 -0.80336  0.137
S 1.22312 -0.56047 2.42496  0.686
C 2.30198 -1.64260 1.65800  -0.820
N 3.46241 -1.21703 1.15358  0.026
C 4.25242 -2.01812 0.22990  -0.161
C 4.19490 -3.46958 0.67240  -0.153
C 2.74320 -3.90384 0.77039  -0.151
N 2.01068 -2.94074 1.58579  0.034
H 3.57413 -0.21627 1.15723  0.128
H 5.27542 -1.64445 0.23579  0.124
H 3.84380 -1.90748 -0.77863  0.118
H 4.67612 -3.57160 1.64714  0.123
H 4.72703 -4.10236 -0.03660  0.120
H 2.65897 -4.88420 1.23843  0.125
H 2.28929 -3.95599 -0.22388  0.114
H 1.11410 -3.19236 1.96997  0.125
C 1.13386 2.57200 0.37734  -0.050
C -0.29224 2.77319 0.93037  -0.708
C -0.21038 3.50823 2.26155  -0.032
C -1.15508 3.52970 -0.07335  -0.027
O -0.87795 1.49898 1.16454  -0.306
H 1.49341 3.48353 -0.10200  0.101
H 1.20310 1.82724 -0.44488  0.072
H 1.82094 2.28097 1.17188  0.070
H 0.26279 4.48584 2.14582  0.089
H 0.36513 2.91872 2.97601  0.083
H -1.21454 3.65240 2.65996  0.089
H -0.78873 4.54905 -0.21252  0.087
H -2.18006 3.57786 0.29465  0.092
H -1.15926 3.01925 -1.03773  0.082

Force components x, y, z for each atom (eV/Å):
-0.07 0.21 0.32
0.03 -0.04 0.09
-0.31 -0.08 -0.50
-0.19 0.20 0.48
0.01 -0.25 0.01
0.23 0.20 -0.19
-0.09 -0.16 -0.08
-0.15 -0.05 -0.05
0.00 0.00 0.01
0.20 0.08 0.41
-0.02 0.02 -0.05
0.02 0.04 0.03
0.02 -0.09 0.06
-0.05 -0.04 -0.02
0.02 0.04 -0.03
-0.09 0.16 -0.07
0.02 -0.09 0.04
-0.05 0.06 0.00
0.02 0.00 -0.02
0.01 0.00 0.02
-0.03 -0.01 -0.03
-0.02 -0.01 0.01
0.01 -0.03 0.01
-0.01 0.00 0.02
0.02 -0.01 -0.01
0.02 -0.01 -0.01
-0.02 0.00 -0.01
0.00 0.02 0.01
0.02 -0.01 0.00
0.03 0.01 -0.02
0.03 0.06 -0.12
-0.04 0.05 0.08
0.00 0.05 -0.05
0.03 0.04 0.00
0.41 -0.42 -0.38
0.05 0.01 0.08
-0.05 0.14 -0.01
0.00 -0.03 -0.03
0.01 0.00 0.00
0.00 -0.01 0.01
-0.01 0.00 0.00
0.01 0.00 -0.01
0.00 -0.01 0.01
-0.01 0.00 0.01

=====

4.
The following is a DFT calculation (wB97M-V/def2-TZVPD) of a cluster of 2 separate species, C12H22NOS2 in total.

Properties
* largest force on an atom: 0.0489 Eh/bohr
* gap between HOMO and LUMO: 3.7 eV
* charge: +1

Last column: Löwdin charge in e.
Positions of all 38 atoms, in Å:
C -4.09303 1.55963 0.10702  -0.083
C -2.77242 1.01124 0.54229  -0.316
C -2.63579 -0.39075 1.01997  -0.072
C -1.72971 1.89402 0.40455  -0.105
N -0.38445 1.59966 0.48631  -0.143
C 0.49825 2.69602 0.89358  -0.150
C 1.86604 2.16138 1.29127  -0.188
O 2.41882 1.30726 0.28847  -0.138
C 1.57700 0.20412 -0.04868  -0.191
C 0.18034 0.64512 -0.47200  -0.141
H -4.93318 0.87067 0.20841  0.072
H -4.33938 2.47369 0.66266  0.084
H -4.01000 1.84768 -0.95243  0.085
H -3.62863 -0.87067 1.11960  0.084
H -2.04124 -1.02325 0.33584  0.068
H -2.14981 -0.50609 2.00516  0.048
H -1.97218 2.94768 0.20984  0.132
H 0.63982 3.43662 0.09102  0.131
H 0.03835 3.20633 1.74041  0.126
H 2.59711 2.97747 1.39968  0.133
H 1.76069 1.61531 2.24266  0.119
H 2.10599 -0.30626 -0.87459  0.134
H 1.49004 -0.47822 0.81758  0.113
H -0.46277 -0.23440 -0.55013  0.099
H 0.28489 1.07295 -1.49048  0.136
C -0.99350 -5.32158 5.40418  -0.286
C -1.26288 -4.01820 6.13985  -0.413
S -1.95019 -2.67601 5.11770  1.039
C -1.04806 -2.62891 3.70329  -0.702
S -0.39092 -3.99708 2.98402  1.033
C 0.06152 -5.14489 4.32399  -0.414
H -0.65892 -6.08472 6.12061  0.136
H -1.92068 -5.71672 4.97376  0.127
H -2.02155 -4.20550 6.90635  0.098
H -0.34605 -3.67769 6.64174  0.108
H -0.94501 -1.67728 3.18795  0.031
H 1.01495 -4.83900 4.77817  0.108
H 0.21301 -6.10873 3.82739  0.098

Force components x, y, z for each atom (eV/Å):
-0.53 0.40 -0.39
1.81 1.74 -0.12
-0.16 -1.14 -0.09
-1.64 -0.96 0.17
1.01 -0.64 0.62
0.09 -0.12 -0.54
0.08 -0.23 -0.16
-0.48 -0.04 0.03
0.30 0.19 0.26
0.41 0.44 -0.38
0.14 -0.04 0.05
-0.04 -0.16 -0.08
-0.37 -0.14 0.32
0.45 0.24 -0.12
-0.30 0.11 0.15
-0.03 0.51 -0.22
0.01 -0.26 -0.09
-0.14 -0.08 -0.08
0.06 -0.01 0.02
-0.37 -0.28 0.11
0.18 -0.01 -0.10
-0.41 0.12 0.42
0.14 0.10 -0.08
0.07 0.16 -0.01
-0.29 0.09 0.32
-0.35 -0.04 -0.22
-0.09 -0.92 0.12
0.64 1.23 0.54
-0.11 -1.68 0.91
1.28 0.72 -0.35
-0.40 -0.66 0.50
0.08 0.30 -0.12
0.12 0.11 0.02
0.04 0.33 -0.11
-0.38 0.32 -0.24
-0.68 -0.16 -0.41
-0.21 0.17 -0.49
0.09 0.29 -0.16

=====

5.
The following is a DFT calculation (wB97M-V/def2-TZVPD) of a structure of composition C12H23AlN5O2S2.

Properties
* largest force on an atom: 0.0108 Eh/bohr
* gap between HOMO and LUMO: 6.3 eV
* charge: -1

Last column: Löwdin charge in e.
Positions of all 45 atoms, in Å:
N 2.20020 -2.11645 1.08834  0.002
C 1.39549 -2.95068 0.19723  -0.280
C -0.10641 -2.96176 0.49831  -0.131
C -0.95370 -1.91262 -0.23752  -0.599
N -0.69013 -1.85495 -1.68241  0.103
C -2.47236 -2.21935 -0.03440  -0.240
O -3.21702 -1.04549 0.09461  -0.162
Al -2.15830 0.38532 0.19133  0.176
C -2.35451 1.67021 -1.36894  -0.277
N -2.22150 1.06967 -2.72880  -0.082
C -2.34380 1.52165 1.84639  -0.191
C -1.22071 2.58068 1.99994  -0.322
C -0.01804 2.20259 1.13578  -0.511
S 1.50280 2.93107 1.82218  0.941
C 2.78292 2.59516 0.70481  -1.107
S 4.10515 3.56004 0.76062  0.621
N 2.75377 1.45566 -0.11790  -0.110
C 3.89198 0.72123 -0.43561  -0.100
C 3.47160 -0.27047 -1.25232  -0.146
N 2.11831 -0.17819 -1.49148  0.082
C 1.71222 0.84236 -0.80062  -0.153
O -0.69444 -0.65405 0.31581  -0.140
H 2.16248 -2.45989 2.03711  0.055
H 1.86266 -1.16310 1.06381  0.046
H 1.59511 -2.61388 -0.81993  0.080
H 1.78313 -3.97079 0.27188  0.096
H -0.23259 -2.77684 1.56702  0.115
H -0.53355 -3.94687 0.27018  0.110
H 0.08903 -1.22039 -1.83276  0.040
H -0.39026 -2.75762 -2.03681  0.070
H -2.58617 -2.84072 0.86797  0.106
H -2.79352 -2.79165 -0.91571  0.109
H -3.35139 2.12613 -1.26072  0.039
H -1.65006 2.50712 -1.30865  0.031
H -1.74604 1.68686 -3.37096  0.029
H -3.11913 0.82570 -3.11668  0.038
H -2.40514 0.94352 2.77162  0.051
H -3.31054 2.03266 1.76018  0.045
H -1.57403 3.58319 1.75300  0.099
H -0.88815 2.62868 3.04408  0.081
H -0.11799 2.61131 0.13285  0.056
H 0.09761 1.12072 1.10872  0.048
H 4.85267 0.97290 -0.02842  0.087
H 4.08144 -1.04735 -1.68503  0.100
H 0.69088 1.17864 -0.77810  0.096

Force components x, y, z for each atom (eV/Å):
0.39 -0.08 -0.24
0.01 -0.06 0.28
-0.04 -0.05 -0.27
-0.12 0.06 0.22
0.15 0.05 0.02
0.15 0.09 0.06
-0.03 0.16 -0.16
-0.43 -0.35 -0.08
-0.06 -0.37 -0.03
0.34 -0.03 0.16
-0.06 0.32 -0.10
-0.06 -0.30 0.34
0.25 0.26 0.26
-0.18 0.26 -0.16
0.01 -0.09 0.01
0.11 -0.07 0.07
-0.08 -0.01 0.02
0.00 -0.05 -0.20
0.40 0.05 -0.07
0.15 0.22 0.00
-0.15 -0.02 -0.14
0.25 0.22 -0.26
-0.19 0.11 0.10
-0.16 0.00 0.13
-0.12 -0.02 -0.05
0.05 0.00 0.00
-0.14 -0.15 0.07
0.06 -0.04 0.00
-0.02 -0.03 -0.04
-0.11 -0.06 0.02
-0.07 -0.07 0.00
-0.10 -0.12 0.11
0.03 0.22 0.07
-0.02 0.08 0.05
-0.21 0.13 -0.10
-0.02 -0.07 -0.03
0.02 -0.19 -0.08
0.00 0.05 0.07
0.10 0.03 -0.12
-0.02 0.05 0.01
-0.16 -0.09 0.05
-0.02 0.04 0.06
-0.03 0.03 0.02
-0.11 -0.05 0.04
0.25 -0.08 -0.11